No. 1
Density functional theory data (the ωB97M-V functional and the def2-TZVPD basis) for 11 unconnected molecules or ions with the total composition C2H26NO11.

Net charge: +1
LUMO energy (eV): -2.654
Gap between HOMO and LUMO (eV): 11.067

Geometry (Å):
1 O -0.776 0.853 -3.495
2 C -1.627 0.212 -2.948
3 C -1.448 -0.131 -1.422
4 N -0.568 0.901 -0.683
5 H -2.430 -0.215 -3.575
6 H -2.434 -0.296 -0.917
7 H -0.899 -1.098 -1.533
8 H -0.124 1.357 -1.488
9 H -1.081 1.609 -0.252
10 H 0.100 0.470 0.067
11 H 1.836 -1.123 -1.449
12 H 3.329 -1.460 -1.595
13 O 2.765 -0.772 -1.295
14 H 3.353 2.072 -1.250
15 H 2.673 0.915 -1.816
16 O 2.519 1.853 -1.745
17 H -2.142 -0.968 1.725
18 H -3.489 -0.466 2.326
19 O -2.913 -0.328 1.558
20 H -2.886 1.294 0.673
21 H -3.068 2.723 1.226
22 O -2.662 2.180 0.497
23 H 2.153 1.819 0.883
24 H 2.099 0.302 0.173
25 O 1.936 0.847 0.959
26 H 0.637 -3.064 1.359
27 H 1.528 -4.339 1.267
28 O 1.057 -3.639 0.714
29 H -0.803 3.023 1.475
30 H 0.501 3.756 0.852
31 O 0.078 2.916 1.039
32 H 1.395 0.150 2.410
33 H 1.984 -0.504 3.647
34 O 1.237 -0.601 3.040
35 H -1.656 -1.123 4.256
36 H -0.385 -1.079 3.314
37 O -1.357 -1.151 3.355
38 H 0.706 -3.164 -2.627
39 H 0.969 -3.242 -1.042
40 O 0.687 -2.676 -1.766

=====

No. 2
Density functional theory data (the ωB97M-V functional and the def2-TZVPD basis) for 12 unconnected molecules or ions with the total composition C2H27O12.

Net charge: -1
LUMO energy (eV): 2.543
Gap between HOMO and LUMO (eV): 8.326

Geometry (Å):
1 C -1.370 -0.642 -1.307
2 C -0.349 -0.334 -0.283
3 O 0.451 0.672 -0.783
4 H -1.043 -0.578 -2.350
5 H -2.148 0.151 -1.329
6 H -1.810 -1.597 -1.058
7 H 0.178 -1.287 -0.108
8 H -0.756 -0.066 0.686
9 O -0.867 -1.775 3.100
10 H -0.964 -2.542 2.583
11 H -0.869 -2.131 3.995
12 O -0.459 2.079 -2.824
13 H -0.179 1.561 -2.096
14 H -1.327 2.363 -2.622
15 O -0.406 -3.655 1.069
16 H 0.377 -3.204 0.951
17 H -0.892 -3.497 0.225
18 O 0.902 0.152 2.997
19 H 0.619 0.881 2.452
20 H 0.264 -0.561 2.791
21 O 1.396 -0.933 -2.954
22 H 0.782 -0.628 -2.318
23 H 2.012 -0.207 -3.135
24 O 0.181 4.099 -0.708
25 H 0.083 4.904 -0.155
26 H 0.256 3.481 0.014
27 O 2.753 -0.525 0.099
28 H 1.856 -0.333 -0.193
29 H 2.653 -1.118 0.823
30 O -0.060 2.161 1.494
31 H 0.008 1.594 0.686
32 H -1.005 2.411 1.570
33 O -2.667 0.480 2.719
34 H -2.302 -0.357 2.330
35 H -2.853 1.124 2.038
36 O 0.365 -3.247 -1.844
37 H 1.005 -2.573 -2.047
38 H 0.707 -3.718 -1.132
39 O 2.204 2.465 -1.232
40 H 1.587 1.687 -1.056
41 H 1.700 3.254 -1.101

=====

No. 3
Density functional theory data (the ωB97M-V functional and the def2-TZVPD basis) for 12 unconnected molecules or ions with the total composition C2H28O13.

LUMO energy (eV): -1.185
Gap between HOMO and LUMO (eV): 8.042
SMILES string: OCCO.O.O.O.O.O.O.O.O.O.O.O

Geometry (Å):
1 O 11.770 15.431 6.060
2 C 12.392 14.206 6.463
3 C 11.926 13.035 5.668
4 O 12.438 11.826 6.136
5 H 12.279 16.180 6.402
6 H 13.478 14.350 6.452
7 H 12.133 14.049 7.493
8 H 12.266 13.107 4.670
9 H 10.792 13.020 5.562
10 H 12.644 11.349 5.352
11 O 11.485 11.962 0.135
12 H 11.928 11.439 -0.483
13 H 10.812 11.424 0.560
14 O 13.785 14.325 0.085
15 H 13.678 15.108 0.664
16 H 13.194 13.690 0.394
17 O 10.822 16.541 -0.024
18 H 10.545 15.653 -0.299
19 H 11.779 16.467 0.026
20 O 10.058 15.640 3.919
21 H 10.527 15.640 4.775
22 H 9.367 14.955 4.111
23 O 8.571 14.782 1.447
24 H 8.355 13.919 1.812
25 H 9.516 14.775 1.219
26 O 12.590 10.383 3.635
27 H 11.884 10.906 3.215
28 H 12.232 9.608 4.140
29 O 8.338 13.554 4.032
30 H 8.964 12.852 3.844
31 H 8.236 13.603 4.988
32 O 11.714 14.428 2.127
33 H 11.132 14.942 2.654
34 H 11.347 13.568 2.204
35 O 9.557 17.642 2.084
36 H 9.886 17.134 1.323
37 H 9.463 16.923 2.733
38 O 10.316 11.751 3.165
39 H 10.159 11.236 3.948
40 H 10.014 11.196 2.467
41 O 14.268 14.239 3.288
42 H 14.347 13.423 3.789
43 H 13.389 14.282 2.957